Computed, not measured: C21H36NO6STm as an isolated structure, with ωB97M-V/def2-TZVPD.

- energy above the lowest of the compared OMol25 structures with the same formula, charge and spin (kJ/mol) = 0.0
- F_max (Eh/bohr) = 0.0354
- calculated total energy (eV) = -76505.218
- spin multiplicity = 3
- expectation value of S² = 2.002

CARTESIAN COORDINATES (ANGSTROEM)
Tm1 0.404 0.826 0.028
N1 1.676 1.575 4.067
C1 1.460 1.770 2.759
O1 0.323 1.581 2.283
C2 2.604 2.258 1.918
C3 2.731 1.412 0.617
H1 0.942 1.167 4.625
H2 2.600 1.627 4.452
H3 3.522 2.282 2.514
H4 2.360 3.286 1.634
H5 3.424 0.597 0.852
H6 3.283 2.037 -0.095
C4 -1.492 -0.737 -2.526
C5 -1.291 0.757 -2.723
C6 -1.748 1.208 -4.096
O2 0.135 1.016 -2.535
C7 -2.047 1.561 -1.615
O3 -2.897 2.372 -1.955
O4 -1.658 1.321 -0.417
H7 -1.022 -1.289 -3.340
H8 -2.558 -0.961 -2.514
H9 -1.061 -1.070 -1.583
H10 -1.181 0.702 -4.879
H11 -1.645 2.288 -4.202
H12 -2.803 0.968 -4.206
H13 0.323 1.875 -2.927
C8 -1.497 4.952 -0.858
S1 -0.777 3.781 0.323
C9 0.098 5.069 1.272
O5 0.341 3.105 -0.442
H14 -0.684 5.387 -1.439
H15 -2.039 5.718 -0.306
H16 -2.182 4.397 -1.492
H17 -0.600 5.861 1.538
H18 0.905 5.457 0.652
H19 0.496 4.614 2.176
C10 -3.065 -1.528 0.890
C11 -2.162 -2.460 1.706
C12 -1.591 -1.737 2.932
C13 -1.103 -3.139 0.849
C14 -1.290 -4.488 0.577
C15 -0.382 -5.228 -0.157
C16 0.772 -4.603 -0.592
C17 1.011 -3.258 -0.345
C18 2.352 -2.694 -0.783
C19 3.173 -2.250 0.434
C20 2.230 -1.595 -1.844
C21 0.040 -2.478 0.332
O6 0.206 -1.159 0.485
H20 -3.948 -1.250 1.470
H21 -3.399 -2.019 -0.025
H22 -2.536 -0.617 0.626
H23 -2.797 -3.266 2.084
H24 -0.996 -0.879 2.634
H25 -0.957 -2.410 3.513
H26 -2.403 -1.385 3.572
H27 -2.178 -4.975 0.969
H28 -0.564 -6.274 -0.371
H29 1.523 -5.172 -1.130
H30 2.900 -3.513 -1.257
H31 2.625 -1.504 1.000
H32 4.132 -1.826 0.127
H33 3.364 -3.105 1.085
H34 1.768 -0.697 -1.441
H35 1.613 -1.939 -2.675
H36 3.217 -1.323 -2.223



Computed, not measured: a 5-piece molecular cluster, C20H30O15 overall, with ωB97M-V/def2-TZVPD.

- energy above the lowest of the compared OMol25 structures with the same formula, charge and spin (kJ/mol) = 64.4
- F_max (Eh/bohr) = 0.0459
- SMILES = C[C@H]1COC(=O)O1.C[C@H]1COC(=O)O1.C[C@H]1COC(=O)O1.C[C@H]1COC(=O)O1.C[C@H]1COC(=O)O1
- calculated total energy (eV) = -51940.082
- spin multiplicity = 1

CARTESIAN COORDINATES (ANGSTROEM)
C1 0.578 0.217 0.286
C2 0.322 0.949 1.611
C3 1.217 2.161 1.843
O1 0.414 3.241 1.399
C4 -0.894 2.854 1.332
O2 -1.776 3.567 1.007
O3 -0.984 1.523 1.531
H1 0.248 0.790 -0.578
H2 -0.013 -0.698 0.338
H3 1.634 -0.050 0.219
H4 0.373 0.197 2.397
H5 2.134 2.058 1.258
H6 1.531 2.351 2.872
C5 -0.271 -3.342 -1.842
C6 1.119 -2.761 -1.794
C7 2.200 -3.747 -1.299
O4 3.280 -3.611 -2.194
C8 2.876 -2.906 -3.277
O5 3.529 -2.676 -4.241
O6 1.603 -2.480 -3.116
H7 -0.264 -4.326 -2.314
H8 -0.896 -2.659 -2.418
H9 -0.738 -3.498 -0.869
H10 1.219 -1.829 -1.237
H11 1.794 -4.764 -1.398
H12 2.420 -3.653 -0.237
C9 3.344 -1.206 3.379
C10 2.743 -2.555 2.991
C11 1.969 -3.323 4.073
O7 0.716 -3.583 3.489
C12 0.575 -2.917 2.335
O8 -0.423 -2.805 1.705
O9 1.742 -2.324 1.980
H13 2.591 -0.516 3.759
H14 3.826 -0.775 2.504
H15 4.088 -1.395 4.154
H16 3.554 -3.145 2.567
H17 2.014 -2.871 5.064
H18 2.500 -4.271 4.208
C13 -0.526 2.750 -2.856
C14 -0.469 4.257 -2.696
C15 0.475 4.742 -1.604
O10 1.288 5.724 -2.255
C16 1.125 5.635 -3.585
O11 1.809 6.145 -4.415
O12 0.043 4.872 -3.886
H19 -0.996 2.325 -1.965
H20 0.409 2.209 -3.011
H21 -1.148 2.520 -3.724
H22 -1.469 4.648 -2.506
H23 1.159 3.977 -1.225
H24 -0.077 5.152 -0.760
C17 -3.347 -1.257 -0.598
C18 -4.432 -0.340 -0.083
C19 -4.313 0.026 1.387
O13 -4.767 1.363 1.438
C20 -4.698 1.905 0.219
O14 -4.811 3.060 -0.025
O15 -4.341 0.977 -0.696
H25 -3.162 -1.144 -1.664
H26 -3.680 -2.280 -0.404
H27 -2.401 -1.128 -0.071
H28 -5.426 -0.694 -0.359
H29 -3.290 -0.036 1.778
H30 -4.851 -0.630 2.076



Computed, not measured: C5H7NO as an isolated structure, with ωB97M-V/def2-TZVPD.

- energy above the lowest of the compared OMol25 structures with the same formula, charge and spin (kJ/mol) = 451.2
- F_max (Eh/bohr) = 0.0565
- calculated total energy (eV) = -8831.526
- spin multiplicity = 1

CARTESIAN COORDINATES (ANGSTROEM)
C1 -1.804 0.088 0.485
N1 -0.420 -0.220 0.149
C2 0.106 -1.491 -0.018
C3 1.478 -1.503 -0.275
C4 1.758 0.011 -0.342
C5 0.545 0.697 -0.071
O1 0.262 2.013 0.115
H1 -2.349 0.516 -0.360
H2 -1.834 0.798 1.312
H3 -2.323 -0.822 0.793
H4 -0.556 -2.348 0.096
H5 1.328 -0.621 -1.560
H6 2.703 0.480 -0.661
H7 1.093 2.456 0.334



Computed, not measured: an isolated ion of composition C13H22BN5O2P and charge +1, with ωB97M-V/def2-TZVPD.

- F_max (Eh/bohr) = 0.0262
- SMILES = CNCc1c(C)n(-c2cccnc2)c([PH2]=O)[n+]1B(O)N(C)C
- calculated total energy (eV) = -35345.489
- spin multiplicity = 1
- charge = +1

CARTESIAN COORDINATES (ANGSTROEM)
C1 1.612 -1.545 3.917
N1 0.591 -1.030 2.989
C2 0.894 0.234 2.331
C3 0.610 0.166 0.859
C4 1.409 0.515 -0.181
C5 2.796 1.056 -0.210
N2 0.715 0.202 -1.334
C6 1.191 0.375 -2.674
C7 1.349 1.643 -3.216
C8 1.823 1.730 -4.515
C9 2.101 0.552 -5.208
N3 1.938 -0.658 -4.680
C10 1.501 -0.747 -3.432
C11 -0.473 -0.325 -1.002
P1 -1.816 -0.893 -2.102
O1 -2.815 -1.650 -1.331
N4 -0.561 -0.349 0.327
B1 -1.795 -0.876 1.111
O2 -1.835 -2.174 1.491
N5 -2.822 0.031 1.389
C12 -2.487 1.447 1.618
C13 -3.875 -0.500 2.270
H1 2.011 -2.500 3.569
H2 1.190 -1.703 4.911
H3 2.446 -0.847 4.022
H4 -0.285 -0.950 3.486
H5 1.960 0.461 2.437
H6 0.364 1.084 2.782
H7 2.909 1.859 -0.940
H8 3.516 0.273 -0.466
H9 3.070 1.457 0.766
H10 1.109 2.537 -2.650
H11 1.971 2.689 -4.995
H12 2.470 0.595 -6.228
H13 1.400 -1.743 -3.002
H14 -1.132 -1.589 -3.104
H15 -2.228 0.305 -2.703
H16 -1.103 -2.714 1.177
H17 -1.514 1.592 2.100
H18 -3.236 1.887 2.277
H19 -2.512 2.013 0.683
H20 -4.326 -1.377 1.809
H21 -4.644 0.260 2.404
H22 -3.486 -0.793 3.250



Computed, not measured: C26H26BBrN3O3Os as an isolated structure, with ωB97M-V/def2-TZVPD.

- energy above the lowest of the compared OMol25 structures with the same formula, charge and spin (kJ/mol) = 26.1
- F_max (Eh/bohr) = 0.0112
- calculated total energy (eV) = -111178.977
- spin multiplicity = 1
- charge = +1

CARTESIAN COORDINATES (ANGSTROEM)
Os1 1.785 0.041 2.370
C1 2.421 -0.274 4.405
C2 1.866 -1.525 4.005
C3 2.637 -1.994 2.930
C4 3.699 -1.055 2.655
C5 3.590 -0.006 3.597
H1 2.037 0.361 5.189
H2 1.007 -2.011 4.435
H3 2.469 -2.908 2.389
H4 4.463 -1.173 1.906
H5 4.232 0.856 3.678
Br1 -3.555 -1.208 -4.050
C6 -3.623 0.304 -2.920
C7 -4.789 0.574 -2.217
C8 -4.844 1.704 -1.419
C9 -3.726 2.518 -1.280
C10 -2.572 2.252 -2.006
C11 -2.525 1.143 -2.835
N1 -3.891 3.708 -0.486
N2 -3.003 4.125 0.274
C12 -1.758 3.428 0.472
C13 -0.594 4.095 0.189
C14 0.673 3.555 0.494
C15 0.751 2.351 1.133
O1 1.901 1.772 1.538
C16 -0.432 1.664 1.448
N3 -0.237 0.486 2.109
C17 -1.294 -0.213 2.490
C18 -2.597 0.246 2.280
C19 -2.803 1.439 1.631
C20 -1.703 2.178 1.156
H6 -5.648 -0.073 -2.320
H7 -5.759 1.973 -0.905
H8 -1.724 2.919 -1.950
H9 -1.642 0.942 -3.426
H10 -0.659 5.071 -0.274
H11 1.578 4.099 0.255
H12 -1.102 -1.152 2.990
H13 -3.426 -0.344 2.641
H14 -3.808 1.813 1.499
C21 3.021 -0.772 -2.041
C22 1.613 -1.162 -1.624
C23 0.610 -0.803 -2.699
O2 1.297 -0.381 -0.423
B1 1.665 -1.162 0.637
O3 1.915 -2.460 0.314
C24 1.511 -2.619 -1.091
C25 0.086 -3.147 -1.074
C26 2.448 -3.606 -1.751
H15 3.056 0.305 -2.203
H16 3.307 -1.271 -2.966
H17 3.749 -1.027 -1.269
H18 0.759 0.234 -2.999
H19 -0.411 -0.921 -2.346
H20 0.754 -1.435 -3.578
H21 -0.593 -2.437 -0.598
H22 0.060 -4.082 -0.514
H23 -0.271 -3.343 -2.084
H24 3.490 -3.315 -1.633
H25 2.225 -3.680 -2.817
H26 2.313 -4.592 -1.309



Computed, not measured: one molecule with the formula C7H8N2, with ωB97M-V/def2-TZVPD.

- energy above the lowest of the compared OMol25 structures with the same formula, charge and spin (kJ/mol) = 8.2
- F_max (Eh/bohr) = 0.1502
- calculated total energy (eV) = -10363.644
- spin multiplicity = 3
- expectation value of S² = 2.013

CARTESIAN COORDINATES (ANGSTROEM)
C1 -2.014 -0.700 0.084
C2 -2.447 0.669 0.074
C3 -0.627 -0.650 -0.168
C4 -0.281 0.624 -0.384
C5 1.138 0.777 -0.172
C6 0.601 -1.589 -0.204
C7 1.716 -0.577 0.091
N1 1.739 1.868 -0.196
N2 -1.325 1.398 -0.136
H1 -2.568 -1.527 0.445
H2 -3.259 1.173 0.462
H3 0.518 -2.326 0.703
H4 0.485 -2.037 -1.129
H5 2.596 -0.824 -0.509
H6 2.108 -0.405 1.080
H7 2.808 1.774 -0.048
H8 -1.190 2.351 0.007



Computed, not measured: C17H23Cl3GeN8PSbSe4Ti as an isolated structure, with ωB97M-V/def2-TZVPD.

- energy above the lowest of the compared OMol25 structures with the same formula, charge and spin (kJ/mol) = 103.7
- F_max (Eh/bohr) = 0.0173
- calculated total energy (eV) = -424326.554
- spin multiplicity = 1
- charge = +2

CARTESIAN COORDINATES (ANGSTROEM)
Ti1 0.174 -0.262 0.224
C1 -3.882 0.963 -3.571
N1 -2.679 1.163 -2.761
C2 -2.061 2.367 -2.562
C3 -0.991 2.121 -1.758
N2 -0.935 0.782 -1.474
C4 -1.980 0.227 -2.093
P1 -2.505 -1.514 -1.984
C5 -2.721 -1.508 -0.180
N3 -1.977 -0.772 0.642
C6 -2.549 -0.862 1.881
C7 -3.656 -1.650 1.798
N4 -3.756 -2.050 0.493
C8 -4.836 -2.872 -0.051
C9 -0.826 -2.192 -2.077
N5 0.228 -1.728 -1.404
C10 1.331 -2.353 -1.928
C11 0.931 -3.201 -2.915
N6 -0.427 -3.089 -3.000
C12 -1.270 -3.802 -3.962
H1 -4.203 1.932 -3.939
H2 -3.662 0.313 -4.415
H3 -4.678 0.536 -2.966
H4 -2.431 3.271 -3.013
H5 -0.256 2.814 -1.391
H6 -2.134 -0.356 2.736
H7 -4.373 -1.958 2.539
H8 -5.113 -3.616 0.690
H9 -5.698 -2.253 -0.292
H10 -4.488 -3.383 -0.944
H11 2.325 -2.168 -1.565
H12 1.485 -3.872 -3.549
H13 -0.701 -4.642 -4.350
H14 -2.159 -4.180 -3.464
H15 -1.549 -3.143 -4.781
C13 5.535 -1.419 0.910
C14 4.406 -0.645 0.331
C15 4.381 0.532 -0.397
C16 3.041 0.813 -0.635
N7 2.264 -0.146 -0.093
N8 3.134 -1.039 0.462
C17 2.468 1.973 -1.365
H16 6.407 -0.779 1.014
H17 5.802 -2.254 0.260
H18 5.276 -1.812 1.893
H19 5.228 1.121 -0.703
H20 2.768 -1.739 1.090
H21 3.186 2.358 -2.087
H22 2.228 2.775 -0.661
H23 1.565 1.697 -1.905
Cl1 1.458 3.054 4.531
Ge1 1.376 0.852 4.200
Cl2 3.339 0.605 3.223
Cl3 0.525 -1.850 1.742
Se1 0.561 5.373 -0.237
Sb1 -0.164 4.259 1.881
Se2 -2.034 4.752 3.145
Se3 2.121 5.096 1.638
Se4 0.110 1.640 1.531



Computed, not measured: a 8-piece molecular cluster, C24H48O24 overall, with ωB97M-V/def2-TZVPD.

- energy above the lowest of the compared OMol25 structures with the same formula, charge and spin (kJ/mol) = 1367.9
- F_max (Eh/bohr) = 0.3516
- SMILES = COC(=O)OC.COC(=O)OC.COC(=O)OC.COC(=O)OC.COC(=O)OC.COC(=O)OC.COC(=O)OC.COC(=O)OC
- calculated total energy (eV) = -74792.570
- spin multiplicity = 1

CARTESIAN COORDINATES (ANGSTROEM)
C1 27.804 30.057 18.705
O1 28.757 30.367 19.782
C2 29.151 29.331 20.547
O2 28.970 28.128 20.232
O3 29.843 29.715 21.646
C3 30.187 28.705 22.611
H1 27.133 29.524 19.206
H2 28.161 29.370 17.957
H3 27.672 31.039 18.040
H4 30.792 29.062 23.267
H5 30.777 28.016 22.101
H6 29.274 28.074 22.782
C4 27.847 32.724 22.462
O4 27.179 33.155 23.707
C5 27.106 32.342 24.664
O5 27.747 31.289 24.640
O6 26.378 32.929 25.678
C6 26.534 32.165 26.900
H7 27.281 32.067 21.872
H8 28.863 32.194 22.621
H9 27.820 33.684 21.848
H10 27.505 32.170 27.178
H11 26.223 31.130 26.757
H12 25.780 32.578 27.632
C7 25.799 28.404 24.087
O7 26.875 27.571 23.852
C8 26.925 26.590 23.159
O8 26.043 26.232 22.406
O9 28.090 25.937 23.262
C9 28.475 24.951 22.192
H13 25.621 29.191 23.284
H14 25.659 28.885 25.122
H15 24.892 27.770 24.027
H16 29.092 24.315 22.963
H17 28.757 25.359 21.272
H18 27.831 24.019 22.310
C10 24.459 22.960 21.110
O10 23.717 22.347 22.098
C11 23.271 22.986 23.208
O11 23.476 24.241 23.408
O12 22.417 22.308 23.981
C12 21.765 23.084 25.021
H19 25.472 23.310 21.354
H20 24.171 23.857 20.865
H21 24.665 22.315 20.063
H22 20.836 23.681 24.684
H23 22.608 23.672 25.476
H24 21.251 22.502 26.030
C13 30.785 24.971 19.212
O13 31.519 25.254 17.984
C14 32.778 24.680 17.844
O14 33.180 23.773 18.498
O15 33.472 25.342 16.815
C15 34.854 25.345 16.768
H25 29.885 25.395 19.049
H26 31.162 25.411 20.210
H27 30.704 23.955 19.516
H28 35.248 24.858 17.582
H29 35.052 26.416 16.746
H30 35.148 24.591 15.870
C16 26.421 21.241 24.520
O16 27.306 22.392 24.634
C17 28.452 22.389 25.398
O17 28.825 21.348 26.006
O18 29.222 23.521 25.377
C18 30.466 23.480 26.160
H31 26.809 20.544 23.854
H32 25.472 21.594 23.999
H33 26.312 20.697 25.533
H34 30.333 23.796 27.267
H35 31.109 24.259 25.777
H36 31.178 22.701 26.156
C19 29.361 26.785 25.794
O19 30.419 27.019 26.702
C20 30.026 27.441 27.954
O20 28.844 27.654 28.280
O21 31.077 27.669 28.734
C21 30.731 28.086 30.137
H37 29.724 26.373 24.963
H38 29.014 27.727 25.673
H39 28.419 26.214 26.206
H40 30.199 28.959 30.040
H41 31.756 28.218 30.731
H42 29.970 27.418 30.866
C22 21.996 26.109 29.715
O22 22.417 25.536 28.539
C23 23.512 25.885 27.970
O23 24.292 26.793 28.465
O24 23.776 25.290 26.822
C24 25.078 25.439 26.249
H43 21.588 27.150 29.276
H44 22.778 26.311 30.543
H45 21.069 25.497 30.129
H46 25.725 25.095 26.664
H47 25.418 26.389 26.310
H48 25.120 25.237 25.240



Computed, not measured: a 2-piece molecular cluster, C6H17NS overall, with ωB97M-V/def2-TZVPD.

- energy above the lowest of the compared OMol25 structures with the same formula, charge and spin (kJ/mol) = 76.4
- F_max (Eh/bohr) = 0.0408
- calculated total energy (eV) = -18813.695
- spin multiplicity = 2
- expectation value of S² = 0.753
- charge = +1

CARTESIAN COORDINATES (ANGSTROEM)
C1 1.430 -1.817 -1.582
C2 1.218 -2.560 -0.201
C3 0.339 -1.800 0.812
N1 2.216 -2.672 -2.455
H1 1.939 -0.844 -1.417
H2 0.443 -1.600 -2.043
H3 2.208 -2.776 0.242
H4 0.768 -3.539 -0.432
H5 -0.724 -1.767 0.509
H6 0.696 -0.758 0.917
H7 0.404 -2.282 1.805
H8 2.409 -2.271 -3.354
H9 1.561 -3.478 -2.622
C4 -0.104 3.007 -1.196
C5 -0.831 1.919 -0.417
C6 -0.797 2.142 1.100
S1 -1.756 0.834 1.998
H10 -0.074 2.781 -2.273
H11 0.939 3.010 -0.844
H12 -0.496 4.024 -1.039
H13 -1.888 1.939 -0.749
H14 -0.439 0.924 -0.657
H15 -1.321 3.104 1.273
H16 0.188 2.201 1.576
H17 -1.565 1.334 3.225